(1)
{"formula": "C57H48IrN3O4S2", "method": "ωB97M-V/def2-TZVPD", "multiplicity": 6, "fmax_ev_per_a": 2.1, "total_charge": 3, "e_tot_ha": -3565.749442, "orbital_gap_ev": [7.0, 4.3], "symbols": ["Ir", "C", "C", "C", "C", "C", "C", "C", "S", "O", "C", "C", "C", "C", "C", "C", "C", "C", "C", "C", "C", "C", "C", "C", "C", "C", "C", "C", "C", "C", "S", "O", "C", "C", "C", "C", "C", "C", "C", "H", "H", "H", "H", "H", "H", "H", "H", "H", "H", "H", "H", "H", "H", "H", "H", "H", "H", "H", "H", "H", "H", "H", "H", "H", "H", "C", "C", "C", "C", "C", "C", "C", "C", "C", "C", "H", "H", "H", "H", "H", "H", "H", "C", "C", "C", "C", "N", "C", "C", "H", "H", "H", "H", "H", "H", "H", "O", "C", "N", "C", "O", "C", "C", "C", "C", "N", "C", "H", "H", "H", "H", "H", "H", "H", "H"], "positions_angstrom": [[-0.08, 0.14, 0.33], [7.94, 3.17, 0.36], [6.72, 2.32, 0.36], [6.79, 0.97, -0.01], [5.64, 0.20, -0.10], [4.42, 0.78, 0.22], [4.33, 2.11, 0.60], [5.48, 2.87, 0.69], [2.85, -0.09, 0.01], [3.05, -1.21, -0.91], [2.67, -0.77, 1.68], [2.29, 0.18, 2.64], [2.26, -0.17, 3.97], [2.55, -1.49, 4.37], [2.54, -1.86, 5.73], [2.76, -3.16, 6.10], [2.97, -4.14, 5.13], [3.03, -3.81, 3.80], [2.86, -2.47, 3.39], [2.95, -2.09, 2.02], [3.28, -3.10, 1.02], [4.53, -3.78, 1.03], [5.60, -3.38, 1.86], [6.79, -4.05, 1.83], [6.98, -5.15, 0.98], [5.96, -5.55, 0.14], [4.72, -4.88, 0.14], [3.68, -5.25, -0.73], [2.51, -4.53, -0.78], [2.32, -3.46, 0.08], [0.79, -2.44, 0.09], [0.01, -2.90, 1.24], [0.01, -3.04, -1.41], [-0.97, -4.02, -1.43], [-1.55, -4.38, -2.64], [-1.18, -3.75, -3.83], [-1.81, -4.12, -5.12], [-0.17, -2.78, -3.78], [0.41, -2.41, -2.59], [8.83, 2.61, 0.61], [7.83, 4.01, 1.04], [8.09, 3.59, -0.64], [7.74, 0.53, -0.24], [5.68, -0.83, -0.42], [3.37, 2.55, 0.81], [5.42, 3.90, 0.98], [2.11, 1.19, 2.32], [2.03, 0.57, 4.72], [2.34, -1.10, 6.47], [2.77, -3.43, 7.15], [3.11, -5.17, 5.43], [3.21, -4.58, 3.07], [5.47, -2.52, 2.51], [7.60, -3.74, 2.47], [7.92, -5.68, 0.99], [6.11, -6.38, -0.53], [3.82, -6.11, -1.37], [1.73, -4.81, -1.48], [-1.25, -4.50, -0.51], [-2.28, -5.17, -2.65], [-2.34, -5.06, -5.06], [-1.05, -4.19, -5.90], [-2.52, -3.35, -5.44], [0.16, -2.32, -4.70], [1.20, -1.68, -2.54], [1.20, 5.75, 1.23], [0.57, 4.72, 1.93], [0.46, 3.47, 1.36], [0.93, 3.19, 0.06], [0.79, 1.90, -0.54], [1.28, 1.74, -1.84], [1.90, 2.78, -2.53], [2.04, 4.02, -1.95], [1.56, 4.25, -0.65], [1.70, 5.52, -0.03], [1.30, 6.73, 1.69], [0.17, 4.91, 2.91], [0.01, 2.65, 1.92], [1.19, 0.79, -2.34], [2.26, 2.61, -3.53], [2.52, 4.82, -2.49], [2.19, 6.31, -0.57], [-5.34, -3.65, 0.08], [-4.13, -2.80, 0.13], [-3.49, -2.47, 1.33], [-2.40, -1.62, 1.32], [-1.91, -1.10, 0.20], [-2.49, -1.42, -0.96], [-3.59, -2.25, -1.03], [-5.73, -3.86, 1.08], [-5.12, -4.60, -0.41], [-6.11, -3.16, -0.50], [-3.85, -2.86, 2.27], [-1.91, -1.36, 2.25], [-2.07, -0.98, -1.85], [-4.04, -2.45, -1.99], [-3.95, 1.61, -5.71], [-4.81, 2.13, -4.75], [-4.06, 2.29, -3.53], [-4.73, 2.39, -2.36], [-5.94, 2.37, -2.31], [-3.94, 2.44, -1.08], [-4.58, 2.96, 0.04], [-3.94, 2.86, 1.27], [-2.71, 2.22, 1.33], [-2.10, 1.73, 0.26], [-2.69, 1.85, -0.93], [-4.37, 1.64, -6.58], [-5.65, 1.45, -4.52], [-5.25, 3.10, -5.07], [-3.07, 2.48, -3.64], [-5.56, 3.41, -0.05], [-4.40, 3.25, 2.16], [-2.22, 2.11, 2.28], [-2.15, 1.44, -1.76]]}

(2)
{"formula": "C22H30HfN8S2Si", "method": "ωB97M-V/def2-TZVPD", "fmax_ev_per_a": 1.1, "total_charge": 2, "e_tot_ha": -2427.988284, "orbital_gap_ev": 6.6, "symbols": ["Hf", "C", "C", "N", "N", "C", "N", "S", "C", "C", "C", "C", "C", "N", "H", "H", "H", "H", "H", "H", "H", "H", "H", "H", "C", "C", "C", "C", "C", "C", "N", "N", "Si", "C", "C", "C", "H", "H", "H", "H", "H", "H", "H", "H", "H", "H", "H", "H", "H", "H", "H", "C", "C", "C", "C", "N", "C", "S", "N", "H", "H", "H", "H", "H"], "positions_angstrom": [[0.07, -0.41, 0.20], [1.94, 1.03, 3.93], [1.68, 0.13, 2.77], [0.59, -0.52, 2.53], [-0.48, -0.67, 3.33], [-1.34, -1.67, 2.96], [-2.42, -1.89, 3.71], [-0.98, -2.60, 1.61], [2.73, -0.22, 1.80], [4.06, 0.08, 2.02], [5.03, -0.50, 1.20], [4.63, -1.37, 0.21], [3.27, -1.57, 0.01], [2.33, -1.00, 0.76], [2.43, 0.49, 4.74], [1.01, 1.45, 4.31], [2.59, 1.86, 3.65], [-0.56, -0.19, 4.23], [-2.65, -1.33, 4.51], [-3.07, -2.60, 3.41], [4.35, 0.74, 2.82], [6.07, -0.28, 1.36], [5.35, -1.89, -0.41], [2.92, -2.24, -0.78], [1.22, -1.97, -3.32], [-0.23, -1.83, -2.95], [-1.23, -2.21, -3.82], [-2.57, -2.04, -3.45], [-2.87, -1.48, -2.24], [-1.83, -1.06, -1.40], [-0.52, -1.28, -1.74], [-1.96, -0.42, -0.22], [-3.52, -0.03, 0.52], [-4.62, 1.09, -0.55], [-3.05, 0.96, 2.09], [-4.39, -1.70, 0.91], [1.31, -2.18, -4.38], [1.68, -2.80, -2.77], [1.75, -1.05, -3.10], [-0.98, -2.64, -4.78], [-3.35, -2.34, -4.13], [-3.89, -1.34, -1.92], [-4.04, 1.86, -1.06], [-5.34, 1.59, 0.09], [-5.18, 0.55, -1.30], [-1.97, 1.00, 2.28], [-3.54, 0.60, 2.98], [-3.37, 1.99, 1.97], [-5.11, -1.93, 0.14], [-4.94, -1.67, 1.84], [-3.69, -2.53, 0.95], [2.20, 4.72, -2.86], [2.07, 3.43, -2.15], [2.90, 2.33, -2.41], [2.55, 1.13, -1.84], [1.51, 1.00, -0.99], [0.92, 2.17, -0.63], [-0.09, 2.07, 0.75], [1.13, 3.33, -1.21], [2.99, 4.69, -3.60], [2.40, 5.52, -2.15], [1.26, 4.97, -3.34], [3.75, 2.41, -3.06], [3.12, 0.23, -2.04]]}

(3)
{"formula": "C10H8AlCl3N2O4", "method": "ωB97M-V/def2-TZVPD", "fmax_ev_per_a": 0.6, "total_charge": 0, "e_tot_ha": -2419.581295, "orbital_gap_ev": 9.1, "symbols": ["Al", "N", "C", "C", "O", "N", "C", "C", "O", "O", "H", "H", "H", "H", "H", "H", "Cl", "C", "C", "C", "Cl", "C", "O", "C", "Cl", "C", "H", "H"], "positions_angstrom": [[0.29, -1.10, -0.41], [-0.71, -1.42, -2.12], [-2.12, -1.16, -1.66], [-2.29, -1.86, -0.30], [-3.23, -2.59, -0.11], [-1.22, -1.64, 0.50], [-0.82, -2.72, 1.41], [0.56, -3.28, 0.98], [1.03, -4.25, 1.49], [1.15, -2.60, -0.03], [-0.62, -2.39, -2.42], [-0.46, -0.82, -2.90], [-2.22, -0.08, -1.58], [-2.84, -1.55, -2.37], [-0.74, -2.40, 2.44], [-1.54, -3.54, 1.38], [2.16, 5.35, 2.08], [1.69, 3.92, 1.20], [1.86, 2.68, 1.78], [1.48, 1.58, 1.04], [1.69, -0.04, 1.71], [0.94, 1.64, -0.24], [0.58, 0.57, -0.93], [0.79, 2.92, -0.77], [0.12, 3.09, -2.36], [1.16, 4.06, -0.07], [2.28, 2.58, 2.77], [1.04, 5.03, -0.52]]}